144
Properties=species:S:1:pos:R:3 method="wB97M-V/def2-TZVPD" spin_multiplicity=1 orbital_gap_ev=9.7 smiles="COC(=O)OC.COC(=O)OC.COC(=O)OC.COC(=O)OC.COC(=O)OC.COC(=O)OC.COC(=O)OC.COC(=O)OC.Fc1ccccc1.Fc1ccccc1.c1ccccc1.c1ccccc1" de_lowest_kj_mol=0.0 homo_ev=-9.2 energy_ha=-3876.49366
C -2.247 -3.491 1.405
O -3.376 -3.374 0.494
C -4.301 -2.478 0.772
O -4.267 -1.657 1.663
O -5.276 -2.605 -0.123
C -6.391 -1.726 -0.047
H -1.338 -3.399 0.818
H -2.372 -4.497 1.792
H -2.289 -2.706 2.151
H -7.320 -2.231 -0.306
H -6.113 -0.870 -0.655
H -6.622 -1.454 0.987
C 6.981 2.677 -0.180
O 6.013 3.695 -0.057
C 5.411 3.927 1.098
O 5.707 3.441 2.161
O 4.427 4.785 0.920
C 3.738 5.287 2.054
H 7.446 2.416 0.772
H 7.802 2.921 -0.852
H 6.464 1.812 -0.587
H 2.977 4.595 2.418
H 3.227 6.169 1.671
H 4.392 5.534 2.888
C -0.447 -1.210 3.843
O -1.736 -1.717 4.211
C -2.746 -0.875 4.337
O -2.663 0.332 4.271
O -3.843 -1.559 4.622
C -5.117 -0.875 4.546
H -0.473 -1.116 2.754
H 0.240 -2.028 4.043
H -0.184 -0.287 4.346
H -5.141 -0.165 3.727
H -5.318 -0.366 5.489
H -5.737 -1.766 4.507
C 1.963 1.782 0.166
O 0.547 1.869 -0.024
C -0.243 0.818 0.100
O 0.124 -0.327 0.247
O -1.474 1.261 0.183
C -2.573 0.367 0.288
H 2.386 0.793 0.012
H 2.064 2.001 1.235
H 2.443 2.647 -0.282
H -2.879 0.392 1.331
H -2.404 -0.675 0.015
H -3.383 0.644 -0.386
C 0.854 -3.694 -1.044
O 0.338 -4.508 -2.087
C 0.675 -5.783 -2.204
O 1.076 -6.492 -1.329
O 0.486 -6.138 -3.472
C 1.160 -7.288 -3.990
H 0.489 -2.672 -1.137
H 1.940 -3.664 -1.127
H 0.477 -4.103 -0.106
H 2.233 -7.161 -3.843
H 0.990 -7.362 -5.060
H 0.744 -8.144 -3.462
C -0.325 2.732 3.399
O 0.711 1.773 3.517
C 1.940 2.165 3.722
O 2.341 3.301 3.773
O 2.676 1.070 3.937
C 4.018 1.212 4.346
H -1.273 2.269 3.663
H -0.514 3.067 2.372
H -0.173 3.670 3.929
H 4.772 1.328 3.567
H 4.307 0.306 4.877
H 4.057 2.029 5.068
C 1.466 -2.345 -4.792
O 0.756 -1.313 -4.151
C 1.313 -0.108 -4.194
O 2.209 0.266 -4.893
O 0.591 0.647 -3.361
C 0.948 2.012 -3.159
H 1.002 -3.328 -4.755
H 2.476 -2.423 -4.380
H 1.632 -2.170 -5.859
H 0.389 2.396 -2.314
H 0.701 2.504 -4.101
H 2.018 2.063 -2.950
C -5.786 2.531 -0.826
O -7.130 2.967 -0.872
C -8.048 2.234 -0.271
O -7.908 1.114 0.134
O -9.181 2.935 -0.280
C -10.400 2.307 0.107
H -5.172 3.385 -1.102
H -5.661 1.696 -1.519
H -5.369 2.179 0.121
H -11.221 3.004 0.219
H -10.260 1.894 1.112
H -10.546 1.460 -0.561
F 3.155 -4.708 4.943
C 3.295 -3.706 4.054
C 4.378 -2.876 4.099
C 4.544 -1.893 3.115
C 3.489 -1.640 2.237
C 2.409 -2.511 2.187
C 2.326 -3.584 3.065
H 5.139 -3.019 4.855
H 5.483 -1.372 2.987
H 3.436 -0.943 1.410
H 1.610 -2.329 1.478
H 1.552 -4.333 2.956
F -2.617 1.063 -3.078
C -3.060 -0.204 -3.211
C -2.211 -1.241 -2.863
C -2.656 -2.545 -2.899
C -3.963 -2.799 -3.315
C -4.796 -1.770 -3.688
C -4.388 -0.439 -3.542
H -1.209 -0.925 -2.594
H -2.103 -3.364 -2.459
H -4.399 -3.787 -3.388
H -5.833 -1.884 -3.978
H -5.023 0.382 -3.849
C 6.965 -0.563 -1.479
C 5.639 -0.225 -1.775
C 4.616 -1.057 -1.378
C 4.875 -2.282 -0.755
C 6.194 -2.565 -0.430
C 7.227 -1.704 -0.734
H 7.769 0.052 -1.862
H 5.459 0.692 -2.322
H 3.564 -0.915 -1.605
H 4.058 -2.969 -0.590
H 6.462 -3.553 -0.069
H 8.276 -1.942 -0.615
C -0.366 4.854 -0.942
C -1.223 5.284 -1.946
C -0.776 5.989 -3.049
C 0.572 6.386 -3.047
C 1.456 5.931 -2.096
C 0.983 5.151 -1.043
H -0.709 4.274 -0.096
H -2.240 4.911 -1.890
H -1.405 6.194 -3.902
H 0.954 6.888 -3.929
H 2.490 6.249 -2.144
H 1.704 4.808 -0.313